Run a
Below is the ion C4H8NO2 with charge -1, with properties calculated with the ωB97M-V functional and the def2-TZVPD basis.

The charge is -1. As for the SMILES: O=CCCNC[O-]. The frontier orbital gap comes out at 0.2657 Ha.

Structure (XYZ):
```
15
C4H8NO2 the ωB97M-V functional and the def2-TZVPD basis
C -0.16 -0.12 0.88
C -0.54 1.36 0.60
C -0.96 1.31 -0.91
O -1.16 2.36 -1.58
N 1.11 -0.31 0.21
C 0.76 -1.53 -0.63
O -0.45 -1.53 -1.21
H -0.20 -0.62 1.89
H -1.01 -0.65 0.41
H -1.42 1.73 1.35
H 0.38 1.97 0.55
H -0.75 0.31 -1.24
H 1.92 -0.45 0.73
H 0.79 -2.24 0.20
H 1.69 -1.58 -1.26
```

Run b
Below is the ion C4H8NO2 with charge -1, with properties calculated with the ωB97M-V functional and the def2-TZVPD basis.

The charge is -1. As for the SMILES: CN[C@@H](C)C(=O)[O-]. The frontier orbital gap comes out at 0.2830 Ha.

Structure (XYZ):
```
15
C4H8NO2 the ωB97M-V functional and the def2-TZVPD basis
C -0.72 -1.10 -1.57
N 0.33 -0.69 -0.66
C 1.12 0.15 1.48
C -0.08 0.00 0.56
C -0.64 1.44 0.24
O -1.11 2.01 1.24
O -0.55 1.90 -0.91
H -0.18 -1.47 -2.44
H -1.36 -0.26 -1.86
H -1.34 -1.88 -1.11
H 1.12 -0.27 -1.12
H 0.94 0.90 2.25
H 1.38 -0.83 1.87
H 1.92 0.67 0.93
H -0.84 -0.58 1.08
```

Computed stability ranking, most favorable first: run b, run a

Run a
Below is the ion C4H8NO2 with charge -1, with properties calculated with the ωB97M-V functional and the def2-TZVPD basis.

The charge is -1. As for the SMILES: N[C@H](C[O-])CC=O. The frontier orbital gap comes out at 0.2577 Ha.

Structure (XYZ):
```
15
C4H8NO2 the ωB97M-V functional and the def2-TZVPD basis
C 0.22 -1.47 -0.66
O -0.98 -1.69 -0.99
C 0.46 0.17 -0.14
C -0.96 0.76 0.38
C -0.81 0.44 1.80
O -0.56 1.12 2.78
N 1.18 0.94 -1.15
H 0.62 -2.02 0.29
H 0.76 -1.78 -1.55
H 1.26 0.05 0.70
H -1.08 1.78 -0.06
H -1.64 0.08 -0.14
H -0.68 -0.66 1.96
H 1.34 0.37 -2.07
H 0.86 1.92 -1.17
```

Run b
Below is the ion C4H8NO2 with charge -1, with properties calculated with the ωB97M-V functional and the def2-TZVPD basis.

The charge is -1. As for the SMILES: CN[C@@H](C)C(=O)[O-]. The frontier orbital gap comes out at 0.2934 Ha.

Structure (XYZ):
```
15
C4H8NO2 the ωB97M-V functional and the def2-TZVPD basis
C 1.92 -0.47 0.68
N 1.32 0.74 0.13
C 0.18 -0.42 -1.81
C 0.05 0.48 -0.58
C -1.07 0.02 0.42
O -1.37 0.85 1.29
O -1.49 -1.15 0.28
H 2.26 -1.20 -0.08
H 1.18 -0.96 1.32
H 2.81 -0.20 1.25
H 1.98 1.14 -0.54
H -0.82 -0.67 -2.18
H 0.75 0.03 -2.62
H 0.62 -1.39 -1.56
H -0.28 1.46 -0.92
```

Computed stability ranking, most favorable first: run b, run a